Entry 1:
{"formula": "C18H29N2O4OsP", "method": "ωB97M-V/def2-TZVPD", "s2": 6.02, "gap_ha": [0.27103, 0.18648], "e_above_lowest_kj_mol": 25.1, "spin_multiplicity": 5, "total_charge": 4, "e_tot_ha": -1543.93009, "elements": ["Os", "C", "O", "C", "O", "C", "O", "C", "P", "H", "H", "C", "H", "C", "H", "H", "H", "C", "H", "C", "H", "H", "C", "H", "H", "H", "C", "H", "H", "H", "C", "H", "H", "H", "C", "H", "H", "H", "H", "H", "N", "C", "O", "C", "C", "C", "C", "N", "C", "H", "H", "H", "H", "H", "H"], "xyz": [[0.18355, -0.09985, 0.53232], [-1.70545, -0.40404, 0.39599], [-2.86753, -0.46085, 0.42062], [-0.07282, 1.73395, 0.92062], [-0.24467, 2.83251, 1.29038], [2.08529, 0.12307, 0.82337], [3.15525, 0.38074, 1.21422], [-1.21633, 1.23184, -2.62835], [0.22405, 0.44961, -1.74445], [0.73272, -1.13910, -3.42132], [-2.05874, 0.56191, -2.37606], [1.69267, 1.22485, -2.58287], [1.37673, 1.25396, -3.64122], [-1.14442, 1.30811, -4.15791], [-0.88858, 0.37560, -4.65749], [-0.45052, 2.07431, -4.50861], [-2.13637, 1.59595, -4.52526], [-1.53395, 2.62820, -2.09808], [-0.77062, 3.34711, -2.40082], [1.06783, -2.16922, -1.56462], [-1.61834, 2.64621, -1.01373], [-2.49370, 2.93821, -2.52367], [-1.17783, -1.84987, -2.68428], [0.67731, -2.04786, -0.52275], [0.98392, -3.21213, -1.91830], [2.13005, -1.89982, -1.50139], [0.22744, -1.26349, -2.45391], [-1.10628, -2.93766, -2.81463], [-1.64036, -1.43595, -3.58677], [-1.85114, -1.66254, -1.83725], [2.98438, 0.41592, -2.49430], [3.32573, 0.30304, -1.46389], [3.76237, 0.95030, -3.04801], [2.89145, -0.57155, -2.94140], [1.92536, 2.66055, -2.11456], [2.06147, 2.73817, -1.03408], [1.12113, 3.34030, -2.38886], [2.83506, 3.04791, -2.58054], [-0.35411, -3.37956, 0.25405], [-0.15344, -2.84083, 0.77195], [-1.75837, -0.11310, 7.06518], [-1.56135, 0.42301, 5.80991], [-1.97017, 1.52235, 5.46663], [-0.86184, -0.44502, 4.85102], [-0.41437, -1.73361, 5.14617], [0.28536, -2.42462, 4.17313], [0.48606, -1.87464, 2.91626], [-0.00800, -0.66995, 2.61998], [-0.68947, 0.04135, 3.54835], [-2.06459, 0.52195, 7.79010], [-1.25006, -0.92545, 7.39323], [-0.64106, -2.22444, 6.09185], [0.62466, -3.44399, 4.31802], [0.99643, -2.44403, 2.14004], [-1.13183, 1.00215, 3.27597]], "atomic_forces_ev_per_a": [[0.12, -1.32, -0.08], [-6.68, -0.91, -0.07], [4.38, 0.20, -0.13], [-1.21, 8.29, 2.37], [0.77, -4.83, -1.60], [6.74, 0.91, 2.29], [-4.49, -1.12, -1.87], [-1.04, 2.44, -1.51], [-0.32, -2.13, -0.92], [-0.17, 0.09, -0.06], [0.38, -0.74, 0.40], [1.91, 2.64, -1.58], [-0.32, -0.19, 0.34], [0.59, -0.59, 0.39], [-0.10, -0.18, 0.07], [-0.09, 0.24, 0.10], [-0.08, 0.03, -0.02], [0.63, -0.58, 0.57], [-0.31, 0.20, -0.10], [0.27, -0.04, 0.32], [-0.17, 0.13, 0.05], [-0.02, 0.10, -0.10], [-0.26, 0.16, -0.08], [0.45, -0.66, -0.97], [0.03, 0.37, 0.43], [-0.24, -0.06, -0.25], [0.32, -0.30, -0.28], [0.04, 0.29, 0.00], [0.06, -0.13, 0.20], [0.10, -0.19, -0.12], [-0.69, -1.31, 0.86], [0.28, 0.06, -0.11], [-0.12, 0.35, -0.10], [0.08, 0.05, -0.05], [-0.86, -0.29, 0.45], [0.25, -0.06, 0.05], [0.11, 0.08, -0.16], [0.10, 0.02, -0.16], [0.04, 0.43, 1.03], [-0.76, -1.23, -0.65], [0.14, 1.98, -2.11], [0.09, -3.80, 3.69], [-0.58, 1.76, -0.25], [0.50, -0.06, -1.93], [-0.10, -0.05, 0.17], [0.01, -0.56, -0.33], [0.04, -0.36, 0.98], [-0.49, 0.87, -0.15], [0.22, -0.34, 0.40], [-0.39, 0.14, 0.36], [0.15, 0.09, -0.12], [0.24, 0.00, -0.23], [0.04, 0.08, 0.29], [0.07, 0.28, 0.36], [0.33, -0.27, -0.10]]}



Entry 2:
{"formula": "C16H18N6O4", "method": "ωB97M-V/def2-TZVPD", "gap_ha": 0.36693, "e_above_lowest_kj_mol": 20.7, "smiles": "Cc1nc(CN(C)C(=O)c2coc([C@H](C)NC(=O)[C@@H]3C[C@H]3C#N)n2)no1", "spin_multiplicity": 1, "e_tot_ha": -1249.97554, "elements": ["C", "C", "N", "C", "C", "N", "C", "C", "O", "C", "C", "O", "C", "C", "C", "N", "C", "O", "C", "C", "C", "C", "N", "N", "N", "O", "H", "H", "H", "H", "H", "H", "H", "H", "H", "H", "H", "H", "H", "H", "H", "H", "H", "H"], "xyz": [[0.47255, 0.14057, -5.91859], [-0.28111, -0.72552, -4.98254], [-0.68176, -0.45957, -3.78168], [-1.31609, -1.62811, -3.42360], [-1.95645, -1.81875, -2.08397], [-2.89042, -0.74838, -1.78128], [-4.14496, -0.79919, -2.51588], [-2.51871, 0.46988, -1.28707], [-3.23197, 1.45433, -1.38955], [-1.21997, 0.62815, -0.57332], [-0.68207, 1.83447, -0.30482], [0.47901, 1.64000, 0.37248], [0.58590, 0.29668, 0.49486], [1.77048, -0.24168, 1.23368], [1.87718, -1.75191, 1.08419], [1.70293, 0.16941, 2.62717], [2.73026, 0.83021, 3.23370], [3.76682, 1.09734, 2.66063], [2.52127, 1.23791, 4.66090], [1.65366, 0.47464, 5.61521], [1.19088, 1.81337, 5.10815], [1.19658, 2.94385, 6.00120], [1.19699, 3.83938, 6.71948], [-0.38942, -0.35295, -0.03433], [-1.31573, -2.54343, -4.34028], [-0.61410, -1.95061, -5.39123], [0.66251, 1.09842, -5.44412], [1.41903, -0.32702, -6.18804], [-0.09946, 0.29505, -6.83292], [-2.49344, -2.76656, -2.08286], [-1.18540, -1.86912, -1.32117], [-4.83717, -0.07814, -2.09478], [-4.00244, -0.56133, -3.57440], [-4.55938, -1.80348, -2.43385], [-0.98028, 2.84357, -0.51821], [2.66947, 0.23560, 0.84112], [1.95814, -2.02781, 0.03381], [2.76234, -2.10291, 1.61246], [0.99639, -2.24784, 1.49319], [0.88787, -0.09587, 3.15390], [3.40078, 1.71090, 5.07176], [1.12662, -0.39987, 5.25962], [1.98024, 0.41608, 6.64266], [0.39243, 1.83023, 4.37829]], "atomic_forces_ev_per_a": [[0.01, 0.01, -0.01], [0.00, 0.04, 0.02], [0.01, -0.06, 0.00], [0.00, 0.03, -0.05], [0.04, -0.03, 0.03], [-0.02, 0.01, 0.01], [-0.03, 0.00, -0.02], [0.08, 0.00, -0.03], [-0.03, 0.00, 0.02], [-0.05, -0.04, 0.05], [0.01, 0.01, -0.02], [0.01, -0.02, 0.00], [0.01, 0.04, 0.06], [0.02, -0.04, -0.04], [0.01, -0.01, 0.02], [-0.02, 0.02, 0.04], [-0.04, 0.01, -0.04], [0.01, 0.00, 0.01], [0.06, 0.00, 0.07], [-0.02, 0.01, -0.01], [-0.03, -0.04, -0.03], [-0.02, 0.00, -0.01], [0.02, 0.01, 0.01], [0.00, 0.03, -0.06], [-0.01, -0.02, 0.01], [-0.01, 0.00, 0.03], [0.00, 0.00, 0.01], [0.00, -0.01, 0.00], [0.00, -0.01, 0.00], [-0.01, 0.00, -0.02], [-0.01, 0.03, -0.01], [0.00, 0.00, 0.01], [0.01, 0.00, 0.00], [0.01, 0.00, -0.01], [0.00, 0.00, 0.00], [-0.01, 0.01, -0.01], [0.00, 0.00, 0.00], [0.00, 0.00, 0.00], [0.00, 0.01, 0.00], [0.00, -0.01, 0.00], [0.01, 0.00, -0.02], [0.00, 0.00, 0.00], [0.01, 0.02, 0.00], [0.00, 0.01, 0.00]]}



Entry 3:
{"formula": "C2H10N2", "method": "ωB97M-V/def2-TZVPD", "gap_ha": 0.38455, "e_above_lowest_kj_mol": 24.0, "smiles": "NCN.C", "spin_multiplicity": 1, "e_tot_ha": -191.68824, "elements": ["N", "C", "N", "H", "H", "H", "H", "H", "H", "C", "H", "H", "H", "H"], "xyz": [[-1.29815, -1.05422, -0.58505], [-1.23586, -0.06247, 0.48862], [-1.44913, 1.31389, 0.03274], [-0.47365, -1.64100, -0.58885], [-2.07851, -1.68402, -0.44114], [-0.25592, -0.10878, 0.96662], [-1.99829, -0.24704, 1.22782], [-2.36184, 1.34073, -0.41693], [-0.83093, 1.47734, -0.75955], [2.39146, 0.13043, 0.03229], [2.36711, 0.56565, 1.01689], [3.37896, 0.17457, -0.41337], [2.14933, -0.93208, -0.00301], [1.69542, 0.72701, -0.55710]], "atomic_forces_ev_per_a": [[-0.07, -0.35, 0.14], [0.27, 0.51, -0.39], [-0.04, -0.28, -0.44], [0.06, 0.08, -0.07], [-0.03, 0.07, -0.14], [-0.11, 0.04, 0.07], [-0.20, -0.18, 0.41], [-0.09, 0.07, 0.23], [0.20, 0.04, 0.19], [-0.03, -0.08, -0.65], [0.23, -0.23, 0.49], [0.20, 0.42, 0.07], [-0.42, 0.14, 0.32], [0.02, -0.26, -0.25]]}



Entry 4:
{"formula": "C14H32InN2O10", "method": "ωB97M-V/def2-TZVPD", "gap_ha": 0.21526, "spin_multiplicity": 1, "total_charge": 1, "e_tot_ha": -1604.06114, "elements": ["In", "O", "C", "O", "O", "H", "O", "C", "O", "O", "H", "C", "O", "C", "C", "N", "C", "C", "O", "C", "H", "H", "H", "H", "H", "H", "H", "H", "H", "H", "H", "H", "H", "H", "H", "C", "O", "C", "C", "N", "C", "C", "O", "C", "H", "H", "H", "H", "H", "H", "H", "H", "H", "H", "H", "H", "H", "H", "H"], "xyz": [[-9.27183, -11.63101, 19.07266], [-12.92773, -11.26708, 17.79953], [-12.16283, -11.62649, 18.86184], [-11.15024, -10.99095, 19.10399], [-12.52367, -12.60763, 19.53951], [-13.40983, -12.06428, 18.03117], [-10.37174, -15.21483, 17.56155], [-10.69724, -14.23633, 18.37313], [-10.26010, -13.11003, 18.30871], [-11.42032, -14.55909, 19.33896], [-11.06277, -15.72004, 17.99610], [-8.36738, -9.45451, 21.78103], [-9.18334, -9.79548, 20.66066], [-9.62897, -8.65336, 19.96991], [-10.62285, -9.03044, 18.85457], [-10.00757, -9.87354, 17.77034], [-9.13679, -8.96264, 16.97458], [-8.92668, -9.55838, 15.53137], [-10.08895, -9.81783, 14.68891], [-10.91840, -8.65946, 14.65379], [-7.35069, -9.45098, 21.38808], [-8.30554, -10.19566, 22.57788], [-8.57829, -8.46900, 22.19622], [-8.82827, -8.05956, 19.52902], [-10.09829, -7.93333, 20.64028], [-11.05662, -8.14150, 18.39662], [-11.47039, -9.54763, 19.30433], [-10.66599, -10.12644, 17.04742], [-8.19222, -8.78805, 17.48976], [-9.57673, -7.98547, 16.77537], [-8.24577, -10.39871, 15.66659], [-8.28170, -8.88016, 14.97270], [-10.38661, -7.75890, 14.34673], [-11.37134, -8.42373, 15.61679], [-11.65073, -8.81403, 13.86138], [-11.32386, -11.30772, 15.70995], [-10.03979, -11.30217, 16.28144], [-9.18135, -12.20315, 15.54991], [-7.86895, -12.29785, 16.21971], [-7.97363, -13.07769, 17.48652], [-6.65129, -13.43417, 18.01764], [-6.75492, -14.08405, 19.42193], [-7.67691, -13.39244, 20.24138], [-7.69785, -13.94384, 21.55823], [-11.82385, -10.42339, 16.10501], [-11.93317, -12.19642, 15.87437], [-11.28664, -11.13606, 14.63418], [-9.07193, -11.90079, 14.50841], [-9.59325, -13.21166, 15.51331], [-7.63006, -11.26061, 16.45455], [-7.10936, -12.80482, 15.62463], [-8.36062, -13.99320, 17.30712], [-5.99809, -12.56540, 18.09940], [-6.17069, -14.15501, 17.35620], [-5.73896, -14.04177, 19.81453], [-7.01014, -15.14343, 19.39555], [-6.86114, -14.61387, 21.75595], [-8.64376, -14.46209, 21.71560], [-7.74943, -13.16914, 22.32327]], "atomic_forces_ev_per_a": [[1.12, -0.14, -0.51], [0.42, 0.12, 1.01], [-2.67, -4.42, 2.73], [0.04, -2.53, 2.28], [-1.14, 2.62, -1.03], [-2.32, -0.66, -1.18], [0.74, 0.12, -2.20], [-3.00, -2.32, 6.01], [1.40, 1.98, -2.93], [0.89, -1.81, -1.20], [-0.41, -2.34, -0.26], [1.93, -0.16, -0.15], [-0.27, -1.08, 0.25], [-1.09, 1.37, -1.75], [-0.22, 3.14, 0.17], [2.43, 5.64, 2.01], [-0.09, -0.44, -1.85], [1.57, 1.53, -0.32], [2.93, 4.01, 0.11], [0.34, 0.24, -0.97], [0.29, 0.47, 0.14], [-0.93, -0.21, -0.23], [-0.39, -0.16, -0.16], [0.76, -0.37, 0.09], [-0.36, -0.36, 0.27], [0.62, 0.64, -0.01], [0.55, 2.14, -0.13], [-0.56, 0.25, 1.84], [0.19, -0.09, -0.34], [-0.30, 0.12, 0.64], [-1.18, 1.10, -1.25], [-0.11, 0.74, 0.00], [0.41, 0.03, 0.00], [-0.34, -0.22, 0.03], [-0.26, -0.20, 0.37], [-1.78, -0.94, -1.13], [0.66, -6.73, -2.58], [-1.26, -1.02, -0.39], [0.42, -0.89, 1.28], [1.97, 1.45, 0.58], [-0.03, -0.21, 0.83], [0.47, 0.09, -1.17], [0.15, 0.85, -0.11], [-1.12, -0.05, 0.99], [-0.52, -0.47, -0.12], [0.38, -0.12, 0.67], [-0.28, -0.88, 0.34], [-0.05, 0.28, -0.01], [-0.50, -0.08, 0.06], [1.25, -0.89, 0.67], [0.00, 0.43, -0.51], [-1.14, 0.12, -0.09], [-0.15, 0.20, -0.14], [0.25, -0.04, -0.04], [0.02, 0.13, 0.42], [-0.35, -0.05, -0.26], [0.00, 0.18, -0.17], [0.06, -0.45, -0.33], [0.52, 0.34, -0.25]]}



Entry 5:
{"formula": "C4H6N", "method": "ωB97M-V/def2-TZVPD", "gap_ha": 0.44453, "e_above_lowest_kj_mol": 375.6, "smiles": "C#C[NH+]1CC1", "spin_multiplicity": 1, "total_charge": 1, "e_tot_ha": -210.31299, "elements": ["C", "C", "N", "C", "C", "H", "H", "H", "H", "H", "H"], "xyz": [[2.37145, 0.81484, 0.31469], [1.29492, 0.32857, 0.47245], [-0.17640, -0.34190, 0.55979], [-0.56217, -0.89119, -0.73309], [-1.24348, 0.32209, -0.17618], [3.34105, 1.16785, 0.50233], [-0.52318, -0.71725, 1.42541], [-1.25795, -1.63331, -0.90085], [0.13463, -0.48457, -1.43532], [-1.20127, 1.27946, -0.43544], [-2.17759, 0.15542, 0.40621]], "atomic_forces_ev_per_a": [[-0.79, -0.52, 0.77], [-4.69, -2.20, 0.77], [5.02, 2.34, -0.25], [-0.51, 3.66, -0.84], [-2.28, -3.45, 2.15], [0.82, 0.47, -0.42], [0.77, -0.46, 0.67], [-0.41, -2.36, 0.10], [0.45, -1.09, -0.73], [1.07, 3.73, -1.47], [0.54, -0.13, -0.77]]}



Entry 6:
{"formula": "C5H10O", "method": "ωB97M-V/def2-TZVPD", "gap_ha": 0.31523, "e_above_lowest_kj_mol": 490.9, "spin_multiplicity": 1, "e_tot_ha": -271.56564, "elements": ["C", "C", "C", "C", "C", "O", "H", "H", "H", "H", "H", "H", "H", "H", "H", "H"], "xyz": [[0.55501, 0.00225, -1.71448], [0.25130, -0.63330, -0.41267], [1.52335, 1.20789, 1.36335], [-1.07270, -0.28223, 0.05150], [-1.92797, -1.49230, 0.26309], [-1.46909, -0.74345, 1.34788], [0.66775, -0.76001, -2.47541], [1.53947, 0.44655, -1.65566], [-0.10757, 0.75998, -2.13303], [1.35771, 0.16434, 0.94661], [2.58581, 1.43869, 1.24874], [1.24681, 1.17149, 2.41960], [0.92396, 1.97306, 0.85598], [-1.60263, 0.62631, -0.26315], [-2.98592, -1.39785, 0.00865], [-1.48527, -2.48145, 0.14901]], "atomic_forces_ev_per_a": [[0.02, 0.31, -0.08], [-0.64, -0.26, -0.30], [-0.01, -0.77, -0.19], [0.20, 0.27, -0.07], [-0.13, -0.28, -0.02], [-0.09, -0.07, -0.05], [0.10, -0.50, -0.09], [0.47, 0.06, 0.08], [-0.41, 0.18, 0.17], [0.13, 1.15, 0.38], [-0.15, 0.05, 0.09], [0.09, 0.09, -0.12], [0.09, -0.29, 0.03], [0.14, -0.15, 0.07], [0.24, 0.03, 0.05], [-0.06, 0.20, 0.03]]}



Entry 7:
{"formula": "C3H3ClN2O2S2", "method": "ωB97M-V/def2-TZVPD", "gap_ha": 0.35693, "e_above_lowest_kj_mol": 224.1, "spin_multiplicity": 1, "e_tot_ha": -1632.54415, "elements": ["C", "C", "C", "N", "N", "O", "O", "S", "S", "Cl", "H", "H", "H"], "xyz": [[-0.03084, 0.29264, 0.54316], [0.23816, 2.25276, 1.07289], [-0.47763, -1.84606, -1.10331], [-0.67970, -0.16563, 1.51750], [-0.25601, 2.26294, 2.20124], [0.07782, 0.61658, -1.96656], [1.84601, -0.69077, -0.94415], [-0.78112, 0.86842, 2.87359], [0.45066, -0.34834, -0.98938], [1.05121, 3.40228, 0.05082], [0.36755, -2.54712, -1.53215], [-0.41034, -2.23600, -0.01718], [-1.39575, -1.86170, -1.70644]], "atomic_forces_ev_per_a": [[-0.54, 3.89, 2.64], [0.41, -3.13, -2.33], [2.99, -2.44, 0.90], [1.23, -0.09, -0.48], [0.63, 1.03, 0.35], [-0.77, 0.42, -0.37], [-0.30, -0.15, 0.75], [-0.76, -0.40, -0.60], [0.69, -0.37, -1.28], [-0.87, -0.83, 1.16], [-1.86, 1.28, 0.15], [-1.17, 0.59, -1.63], [0.31, 0.19, 0.73]]}



For the records above, the corresponding maximum force values read 8.71 0.09 0.70 7.24 5.54 1.21 4.73 eV/Å.